No. 1
ORCA calculation (ωB97M-V/def2-TZVPD) on C22H35MnN7O as an isolated structure.

Calculated values
Total charge: +2
Multiplicity: 2
Expectation value of S²: 0.9987
Energy (a.u.): -2468.3110
LUMO level (alpha / beta) (eV): -5.10 / -5.06
Kohn-Sham gap (alpha / beta) (eV): 7.4 / 7.3

XYZ file:
```
66
Properties=species:S:1:pos:R:3:forces:R:3
Mn -0.55029 -0.13051 -0.97878 0.2 -0.2 0.4
C -3.09879 0.63841 3.82440 -0.1 0.0 0.1
N -1.93319 0.56489 2.94829 0.0 -0.1 0.0
C -0.75780 1.28475 3.42337 0.0 0.0 0.0
C -1.98874 0.09235 1.70083 0.1 0.0 0.0
N -1.08082 0.46713 0.78966 0.0 0.1 -0.5
C -1.01756 1.80213 0.33484 -0.2 0.3 0.1
C -2.08319 2.65643 0.56639 0.0 -0.1 0.0
C -2.17986 3.91594 -0.02563 0.0 0.0 0.0
C -1.19712 4.34664 -0.86747 0.0 0.0 0.0
C -0.05842 3.55068 -1.10871 -0.1 -0.1 0.1
C 1.02741 4.13661 -1.79975 0.0 0.0 0.0
C 2.22801 3.50292 -1.86142 0.0 0.1 0.0
C 2.36588 2.20245 -1.35780 0.0 -0.3 0.1
C 1.31155 1.52268 -0.78768 0.4 0.3 -0.2
N 1.33694 0.17259 -0.42212 -0.6 0.0 -0.1
C 2.36833 -0.67462 -0.57082 0.0 0.0 -0.1
N 3.18561 -0.71406 -1.64586 0.0 0.0 0.1
C 2.71785 -0.36819 -2.97802 0.0 0.0 0.0
C 4.61100 -1.01710 -1.54832 0.0 0.0 0.0
N 2.55136 -1.56910 0.40786 0.0 0.0 0.0
C 1.96208 -1.35030 1.72423 0.0 0.0 0.0
C 3.13164 -2.88815 0.18845 0.0 0.0 0.0
C 0.05544 2.22709 -0.55185 0.1 0.0 0.1
N -2.94032 -0.79522 1.34092 0.1 -0.1 -0.1
C -3.51494 -0.70231 -0.00087 0.0 0.0 0.0
C -3.48195 -1.80920 2.23959 0.0 0.0 0.0
H -3.14136 1.63967 4.25283 0.0 0.0 0.0
H -3.03685 -0.08047 4.64186 0.0 0.0 0.0
H -4.01270 0.46960 3.26188 0.0 0.0 0.0
H -0.58127 1.02140 4.46541 0.0 0.0 0.0
H -0.91180 2.36380 3.35294 0.0 0.0 0.0
H 0.10682 1.01381 2.82575 0.0 0.0 0.0
H -2.88265 2.32516 1.21819 0.0 0.0 0.0
H -3.03310 4.54442 0.19161 0.0 0.0 0.0
H -1.24226 5.32973 -1.31629 0.0 0.0 0.0
H 0.90575 5.13400 -2.20000 0.0 0.0 0.0
H 3.08238 3.99300 -2.30907 0.0 0.0 0.0
H 3.32964 1.71812 -1.41550 0.0 0.0 0.0
H 1.63304 -0.29364 -2.98708 0.0 0.0 0.0
H 3.02389 -1.15716 -3.66703 0.0 0.0 0.0
H 3.13799 0.57528 -3.32831 0.0 0.0 0.0
H 4.92629 -1.01583 -0.50892 0.0 0.0 0.0
H 5.16694 -0.23920 -2.07424 0.0 0.0 0.0
H 4.85870 -1.97704 -2.00381 0.0 0.0 0.0
H 0.94201 -1.73987 1.76725 0.0 0.0 0.0
H 1.94180 -0.28816 1.94625 0.0 0.0 0.0
H 2.57391 -1.86215 2.46488 0.0 0.0 0.0
H 3.17136 -3.11162 -0.87401 0.0 0.0 0.0
H 2.49659 -3.62777 0.67737 0.0 0.0 0.0
H 4.13334 -2.96831 0.61144 0.0 0.0 0.0
H -4.01662 0.25433 -0.14761 0.0 0.0 0.0
H -4.25678 -1.48940 -0.11289 0.0 0.0 0.0
H -2.77997 -0.83195 -0.80525 -0.1 -0.1 0.1
H -2.86373 -1.87927 3.13044 0.0 0.0 0.0
H -3.45889 -2.77538 1.73459 0.0 0.0 0.0
H -4.51058 -1.59677 2.53368 0.0 0.0 0.0
O -1.03673 0.12917 -3.01675 0.1 0.0 0.1
H -1.42647 -0.48225 -3.65295 0.0 0.0 0.0
H -0.97424 0.99131 -3.44867 0.0 0.0 0.0
C -0.72658 -4.67321 -1.44894 0.0 -0.1 0.0
C -0.65355 -3.24043 -1.22291 0.0 0.0 0.2
N -0.60856 -2.11638 -1.00095 -0.1 0.0 -0.4
H -0.01028 -4.97436 -2.21207 0.0 0.0 0.0
H -1.72806 -4.94245 -1.78322 0.0 0.0 0.0
H -0.50753 -5.20468 -0.52364 0.0 0.0 0.0
```
Forces are in eV/Å.

These are the Löwdin partial charges, in e, on atoms 1 to 4:
1 Mn 0.64
2 C -0.02
3 N -0.11
4 C 0.00



No. 2
ORCA calculation (ωB97M-V/def2-TZVPD) on C22H35MoO3 as an isolated structure at a distorted geometry.

Calculated values
Total charge: +1
Multiplicity: 3
Expectation value of S²: 2.0227
Energy (a.u.): -1152.7974
LUMO level (alpha / beta) (eV): -3.82 / -4.74
Kohn-Sham gap (alpha / beta) (eV): 7.8 / 6.9
Energy above the lowest of the compared OMol25 structures with the same formula, charge and spin (kcal per mole): 64.82

XYZ file:
```
61
Properties=species:S:1:pos:R:3:forces:R:3
O -1.32444 0.98197 -1.97752 1.6 -0.1 1.3
C -0.02201 1.59005 -2.21371 -0.2 -0.5 0.3
C -0.57565 2.92442 -2.65316 -0.9 0.4 1.1
H 0.52361 0.99885 -2.88944 0.6 -0.2 -0.5
H 0.59899 1.62188 -1.35345 0.3 0.1 1.2
C -1.89694 2.26650 -1.91824 1.0 2.2 -2.2
H -0.53705 3.00592 -3.78557 -0.4 0.5 1.5
H -0.25832 3.82106 -1.98408 -0.1 -1.3 -2.0
C -3.14501 2.19590 -2.75901 -0.6 1.2 0.6
H -2.89889 1.61528 -3.67873 -0.5 0.4 0.9
H -3.44194 3.23437 -3.03816 0.0 -0.8 0.1
H -3.94843 1.77047 -2.11172 0.3 0.0 -0.9
C -1.88516 2.98388 -0.55672 0.1 -0.1 -0.3
H -0.89259 2.84909 -0.07621 -0.3 0.2 -0.5
H -2.55903 2.54070 0.15721 -0.7 0.5 0.1
H -2.06670 4.07084 -0.73143 -0.1 -0.9 0.4
Mo 0.27610 -0.12888 2.38832 -1.9 -3.1 -1.6
C 0.92492 1.62848 3.57310 0.7 0.4 -0.6
C 2.07949 0.78145 3.43442 0.1 0.5 -0.6
C 2.39911 0.70176 2.03141 -0.4 1.2 0.4
H 2.69582 0.39539 4.24628 -0.5 -0.2 -0.3
C 1.47755 1.52725 1.31129 0.5 0.1 1.3
C 0.56119 2.09660 2.26265 1.3 0.1 0.3
H -0.19701 2.82236 2.03883 -0.2 -0.1 0.0
H 0.44829 1.90093 4.50124 0.0 0.0 0.0
H 3.21871 0.16038 1.58163 -0.2 -0.2 0.1
H 1.54782 1.77015 0.26556 -0.2 -0.3 -0.1
C -1.73100 -0.57335 3.53546 -0.4 0.0 -0.7
C -1.88342 0.66837 2.80530 -0.4 -0.9 -0.3
C -2.12989 0.31652 1.42416 0.3 -0.9 1.1
H -2.00781 1.64671 3.26272 0.1 -0.3 -0.2
C -2.04100 -1.09551 1.29495 0.1 0.8 0.8
C -1.86737 -1.65469 2.59364 0.2 1.3 0.2
H -2.00175 -2.69928 2.83620 0.6 0.0 0.0
H -1.69395 -0.65148 4.61732 0.1 -0.1 -0.2
H -2.56370 0.91686 0.64457 0.7 0.2 0.0
H -2.22346 -1.59357 0.35501 0.2 -0.2 0.1
O -0.13208 -1.09790 -3.03229 0.0 -0.7 -2.0
C -0.36988 -0.42058 -4.31715 1.0 1.0 -0.3
C 0.29834 -1.21994 -5.48609 -0.1 -0.1 1.0
H 0.18616 0.55519 -4.24735 -0.5 -1.0 -0.7
H -1.41413 -0.07048 -4.45882 0.4 -1.0 0.3
C 1.22524 -2.19817 -4.73188 -0.1 0.0 -0.4
H 0.90346 -0.59832 -6.15476 -0.3 0.2 0.3
H -0.36315 -1.77475 -6.13811 -0.5 0.0 0.2
C 0.94307 -2.05568 -3.22358 0.5 0.4 0.1
H 2.24938 -1.94929 -4.98822 0.3 0.0 0.3
H 1.06898 -3.20317 -5.11243 -0.1 -0.2 0.2
H 1.87273 -1.63273 -2.74122 -0.9 -0.6 -0.1
H 0.66289 -3.03869 -2.77365 0.2 0.9 -0.1
C 3.16521 -2.67954 2.92147 0.2 0.1 0.3
C 1.65783 -2.71681 2.99714 0.2 -1.1 0.2
C 1.08673 -2.46259 4.39183 0.2 -0.1 0.2
O 1.18327 -1.87020 2.00062 -1.6 2.3 0.0
H 3.54805 -1.78184 3.40677 0.2 0.0 0.1
H 3.45358 -2.64815 1.87641 0.1 -0.1 -0.1
H 3.61477 -3.55539 3.37501 0.1 -0.1 0.2
H 1.34953 -3.73733 2.72321 -0.1 0.1 -0.1
H 1.41550 -1.49551 4.80470 0.0 -0.3 0.0
H -0.00781 -2.49752 4.41602 0.2 -0.1 -0.1
H 1.44325 -3.25823 5.05825 0.0 0.2 0.0
```
Forces are in eV/Å.

These are the Löwdin partial charges, in e, on atoms 1 to 4:
1 O -0.09
2 C -0.21
3 C -0.03
4 H 0.06



No. 3
ORCA calculation (ωB97M-V/def2-TZVPD) on C22H35NO3P2Pb as an isolated structure at a distorted geometry.

Calculated values
Energy (a.u.): -2015.2329
LUMO level (alpha / beta) (eV): -1.19 / -2.13
Kohn-Sham gap (alpha / beta) (eV): 5.6 / 4.7
Energy above the lowest of the compared OMol25 structures with the same formula, charge and spin (kcal per mole): 0.00

XYZ file:
```
64
Properties=species:S:1:pos:R:3:forces:R:3
Pb 0.93685 0.03802 -0.19798 0.3 1.2 -0.5
P 0.47907 -2.29763 -1.73366 -0.6 -0.2 -0.3
P 1.03203 1.80018 1.98499 -0.7 0.6 0.2
N 1.10759 -1.62940 1.92721 0.3 -0.8 0.8
H 0.09791 1.55019 -3.31853 0.2 0.1 0.0
C 1.80587 -2.75708 -2.89836 0.0 -0.2 -0.1
H 1.44592 -3.56112 -3.55346 0.3 0.1 0.0
H 2.68092 -3.10035 -2.32495 -0.2 0.1 -0.3
H 2.08892 -1.88220 -3.50457 -0.1 -0.3 0.2
C -0.98733 -2.09523 -2.80468 0.1 -0.2 -0.1
H -1.05678 -2.95958 -3.47776 -0.2 0.2 0.0
H -0.89220 -1.17045 -3.39357 -0.1 -0.3 0.2
H -1.88144 -2.02143 -2.17082 0.3 0.0 -0.2
C 0.13264 -3.83482 -0.81732 0.0 -0.1 -0.2
H -0.18805 -4.61478 -1.51988 0.0 0.0 0.3
H -0.65891 -3.62458 -0.08565 0.2 -0.1 -0.2
H 1.04029 -4.14819 -0.28312 -0.3 0.0 -0.1
C 2.55005 2.81640 2.09349 0.1 -0.1 0.0
H 2.44874 3.56665 2.89006 0.1 -0.1 -0.2
H 2.73077 3.32144 1.13203 -0.1 -0.2 0.3
H 3.40306 2.15746 2.31418 -0.2 0.3 0.0
C -0.27863 3.05126 1.73256 0.1 0.0 0.1
H -0.11628 3.90183 2.40769 -0.2 -0.1 -0.1
H -1.25548 2.58704 1.92518 0.2 0.1 0.0
H -0.24825 3.37480 0.68372 0.0 -0.1 0.2
C 0.75467 1.19483 3.67892 0.1 0.1 0.1
H 0.75681 2.03020 4.39163 0.0 -0.3 0.0
H 1.54385 0.47436 3.92925 -0.2 0.2 0.1
H -0.21359 0.67816 3.69028 0.2 0.1 0.0
C 1.46442 -2.58416 2.73105 -0.1 -0.4 0.4
C 3.13971 -4.14370 3.68033 -0.2 0.3 -0.2
C 2.81381 -3.11606 2.81845 0.2 0.2 -0.3
C 0.49199 -3.19922 3.62799 -0.6 0.2 0.0
C 0.83061 -4.23125 4.47893 0.1 0.3 -0.3
C 2.16184 -4.69947 4.52608 -0.1 -0.2 0.0
H 4.16633 -4.51881 3.69625 -0.4 0.1 0.1
H 3.55846 -2.65167 2.17092 -0.1 -0.2 0.2
H -0.52714 -2.79112 3.59203 0.5 -0.3 0.0
H 0.05447 -4.67446 5.10971 0.4 0.2 -0.2
H 2.43211 -5.50316 5.21347 -0.1 0.2 -0.2
C 0.64292 2.26979 -2.66598 -1.1 0.0 0.2
O 0.42311 1.94241 -1.32392 0.4 -0.6 0.4
C 2.10523 2.28170 -3.08945 0.2 -0.1 -0.4
H 2.27434 3.07274 -3.82966 0.1 -0.1 0.1
H 2.38446 1.34226 -3.58454 0.1 0.1 0.3
H 2.75544 2.45980 -2.22902 -0.1 0.0 -0.1
C 0.01033 3.63954 -2.89761 0.2 0.4 0.0
H 0.59492 4.38452 -2.33358 -0.2 -0.1 -0.1
H -1.02919 3.67294 -2.55200 0.2 -0.1 0.0
H 0.05164 3.92660 -3.95520 -0.1 0.0 0.1
O -2.75655 0.38416 1.73623 0.9 -0.4 -1.1
C -2.36198 0.24107 0.56943 -0.1 0.3 0.1
O -1.31813 -0.42671 0.15046 0.1 0.2 0.5
C -3.14430 0.92571 -0.54279 -0.6 0.6 -0.7
C -2.63471 1.12470 -1.84548 0.1 -0.1 0.4
C -3.31522 1.89372 -2.79603 -0.3 -0.1 0.4
C -4.55075 2.46843 -2.46686 0.1 -0.2 0.3
C -5.09431 2.26177 -1.18746 0.6 -0.3 -0.3
C -4.39627 1.49256 -0.24640 0.0 0.2 -0.2
H -1.65179 0.72368 -2.09867 -0.3 0.1 0.2
H -2.87190 2.05271 -3.78432 -0.2 -0.1 0.4
H -5.09071 3.07592 -3.19518 0.2 -0.2 0.2
H -6.05332 2.69917 -0.92105 0.2 -0.1 -0.1
H -4.81888 1.35788 0.74698 0.2 0.0 -0.1
```
Forces are in eV/Å.

These are the Löwdin partial charges, in e, on atoms 1 to 4:
1 Pb 1.04
2 P 0.66
3 P 0.69
4 N 0.16